Entry P
The following is a quantum chemistry calculation of C4H10NOS in the gas phase, from the OMol25 dataset.

Output
- LUMO level (spin up / spin down): 0.78 / -0.65 eV
- Frontier orbital gap (spin up / spin down): 8.99 / 8.50 eV
- Multiplicity: 2

Each line ends with the Mulliken charge.
Element x y z (Å)
C: -0.7692 0.5666 0.5344  -0.450
N: -1.0631 -0.9400 0.5632  -0.349
C: -1.6201 -1.5827 -0.6547  -0.287
O: -0.6370 -2.3877 -1.4049  -0.510
C: 0.4232 0.9989 -0.1943  -0.140
C: 1.7395 0.8403 0.4486  -0.463
S: 2.9919 1.8515 0.6878  -0.306
H: -1.8121 1.0382 0.1039  0.295
H: -0.5939 0.8755 1.7087  0.241
H: -0.0979 -1.3401 0.8416  0.240
H: -2.3089 -2.4723 -0.2751  0.223
H: -2.1171 -0.8463 -1.2727  0.303
H: 0.3369 2.0961 -0.3548  0.310
H: 0.6111 0.5730 -1.2083  0.155
H: 2.0190 -0.1862 0.4708  0.322
H: 0.0545 -1.7998 -1.7169  0.289
H: 2.8431 2.7150 1.7228  0.127

=====

Entry Q
The following is a quantum chemistry calculation of C4H10NOS in the gas phase, from the OMol25 dataset.

Output
- LUMO level (spin up / spin down): 0.88 / -1.58 eV
- Frontier orbital gap (spin up / spin down): 10.05 / 7.61 eV
- Multiplicity: 2

Each line ends with the Mulliken charge.
Element x y z (Å)
C: -0.1823 1.3008 1.2975  -1.355
C: -0.3138 0.1262 0.3234  0.066
C: 0.4294 0.5053 -0.9747  -0.805
S: -0.1531 2.0148 -1.8111  -0.197
N: 0.3867 -0.9895 0.9526  -0.333
C: -0.0877 -2.3198 0.5743  -0.284
O: 0.3241 -3.3061 1.3785  -0.361
H: -0.9805 2.0460 1.1809  0.362
H: 0.7371 1.8328 1.0664  0.303
H: -0.1572 0.9569 2.3172  0.428
H: -1.3610 -0.0913 0.1364  0.478
H: 0.3941 -0.3663 -1.6385  0.354
H: 1.4843 0.6535 -0.7347  0.403
H: -1.2143 2.1637 -1.0222  0.092
H: 1.3889 -0.9965 0.7994  0.281
H: 0.1977 -2.5919 -0.4564  0.277
H: -1.1903 -2.2944 0.6626  0.289

=====

Entry R
The following is a quantum chemistry calculation of C4H10NOS in the gas phase, from the OMol25 dataset.

Output
- LUMO level (spin up / spin down): 0.23 / 0.15 eV
- Frontier orbital gap (spin up / spin down): 5.16 / 8.33 eV
- Multiplicity: 2

Each line ends with the Mulliken charge.
Element x y z (Å)
O: -0.1487 0.6633 -2.6434  -0.740
C: -0.3191 0.9537 -1.3998  -0.408
C: -0.7394 -0.1200 -0.4803  0.051
C: 0.3202 -1.0518 0.1487  -0.694
C: 1.3784 -0.2916 0.8998  -0.913
S: 0.7301 0.4788 2.4464  -0.244
N: -1.6197 -1.0884 -1.3923  -0.383
H: -0.4777 1.9673 -1.0192  0.340
H: -1.4021 0.2335 0.3197  0.312
H: -0.1536 -1.8370 0.7174  0.402
H: 0.8366 -1.5434 -0.6965  0.361
H: 1.8893 0.4620 0.3119  0.442
H: 2.1464 -0.9915 1.2149  0.364
H: 0.6469 1.7143 1.9340  0.131
H: -2.5822 -0.7657 -1.4114  0.335
H: -1.6673 -1.9837 -0.9143  0.316
H: -1.2149 -1.1192 -2.3338  0.327

=====

Consider the structures shown above. The most stable of them is entry Q.